Entry 1:
Computed, not measured: a molecular structure, C38H48BCl2F4N4O8PPdS, with ωB97M-V with the def2-TZVPD basis set.

Positions of all 108 atoms, in Å:
Pd -0.0955 -0.5470 -0.0718
Cl -0.8424 -6.2550 1.8764
Cl -5.1325 -2.9407 2.6288
S 2.7476 4.9241 3.4544
P 0.5635 -0.3105 -2.3073
F -1.1610 2.1867 -0.7244
F -0.9595 3.5327 -2.5797
F -3.0435 2.8817 -1.8726
F -1.8315 4.3888 -0.6187
O 3.1430 1.6910 1.2986
O 4.1275 5.1349 3.8071
O -1.8140 -1.5479 -0.8994
O 1.6365 0.3465 0.4451
O 1.6914 5.4360 4.2899
O -2.3303 0.0861 2.0126
O -1.2362 -3.3395 0.3427
O 1.7178 -1.9964 2.1432
N -1.2047 0.0352 3.9866
N -3.7690 -5.1630 1.2936
N -0.2646 -0.8761 2.0097
N 2.5537 3.3185 3.3569
C 2.1633 1.0321 -4.2335
C 1.2848 1.2558 -2.9961
C 1.9832 7.1525 -2.1163
C -1.9078 0.2353 -3.4593
C 1.2793 6.0625 1.4408
C 3.1933 -1.2270 -1.8617
C -1.9480 -2.7410 -0.4502
C -2.5348 -6.9327 -2.3212
C -3.5575 -3.5678 3.0726
C -0.6485 -0.6076 -3.6874
C -1.0117 -2.0587 -3.9878
C -2.1806 0.9127 4.5989
C 1.2357 2.6843 3.1699
C -3.1700 -7.1184 -0.0207
C 1.1146 6.5588 0.1602
C -2.9993 -4.6099 2.3138
C 1.8552 -1.6281 -2.4922
C -2.7019 -5.5606 -2.2424
C 0.8256 -1.3633 2.6929
C -3.1989 -3.4389 -1.0271
C -2.7753 -7.7191 -1.2028
C -2.9316 -2.9883 4.1561
C -1.3167 -0.2540 2.6033
C 1.9535 1.3815 1.1231
C -1.0847 -4.4516 3.8081
C -3.3047 -5.7385 0.0663
C 1.9832 2.1783 -2.0101
C -1.7246 -5.0214 2.7225
C 2.1974 6.6684 -0.7082
C 3.4562 6.2836 -0.2601
C -1.6833 -3.4419 4.5388
C -3.0944 -4.9366 -1.0583
C 2.5410 5.6670 1.8628
C 1.3918 -2.9256 -1.8168
C -0.1115 -0.3731 4.6967
C 3.6344 5.7742 1.0167
C 0.8724 -1.0811 4.1340
C 0.8776 2.2613 1.7461
B -1.7630 3.2416 -1.4352
H 1.7192 0.3670 -4.9755
H -0.0916 -4.8006 4.0553
H 3.8762 -2.0802 -1.9131
H -1.7288 1.8696 4.8733
H 2.1269 -3.7135 -2.0092
H -3.3561 -7.7087 0.8669
H -0.1381 -0.2147 -4.5716
H 1.5294 8.1456 -2.1268
H 2.2820 3.0878 -2.5368
H 1.7249 -1.4275 4.6981
H -0.0770 1.7344 1.7733
H 1.3016 6.4792 -2.6397
H -1.6887 1.2884 -3.2881
H 2.9234 7.1985 -2.6664
H -1.5546 -2.4942 -3.1531
H 1.2996 2.4684 -1.2176
H -2.6498 -8.7940 -1.2484
H 4.3060 6.3571 -0.9297
H -2.4586 -0.1250 -2.5933
H 3.0561 -0.9606 -0.8130
H 0.3802 1.7818 -3.3156
H -2.5133 -4.9427 -3.1137
H 0.7229 3.1129 1.0802
H 3.1409 0.6307 -3.9692
H -0.1124 -0.1020 5.7471
H 2.8698 1.7293 -1.5608
H 1.2562 1.7858 3.7916
H -3.4178 -2.1692 4.6678
H 1.3190 -2.7931 -0.7347
H 1.9795 -1.7994 -3.5692
H -0.1385 -2.6760 -4.2052
H 2.3292 1.9984 -4.7180
H 0.4326 5.9696 2.1074
H -4.0410 -3.0932 -0.4210
H -2.2186 -7.3868 -3.2525
H 0.1209 6.8107 -0.1851
H -1.6634 -2.0812 -4.8673
H -2.5516 0.1678 -4.3426
H 0.4806 3.3554 3.5798
H -3.3702 -3.0623 -2.0354
H 3.1963 2.8868 2.6751
H -1.1655 -2.9935 5.3730
H 0.4203 -3.2753 -2.1617
H -2.9673 1.0852 3.8702
H -4.5759 -4.5796 1.1276
H 3.6724 -0.3831 -2.3551
H 4.6086 5.4585 1.3634
H -2.6066 0.4505 5.4943

The LUMO energy is 0.1480 Eh. The gap between HOMO and LUMO comes out at 7.85 eV. The total charge is -2. Its HOMO energy is -3.82 eV. The spin multiplicity is 1.

Entry 2:
Computed, not measured: a molecular structure, C38H48Br2N4O2P2PrS4Si2, with ωB97M-V with the def2-TZVPD basis set.

Positions of all 103 atoms, in Å:
Pr 0.0197 0.3025 1.0202
Br -0.1471 -1.5661 7.8884
Br -6.7403 -0.5313 3.6617
S -1.0645 3.0482 1.1796
S 1.8957 2.0134 2.6625
S -1.1003 0.6758 -1.8469
S 0.8234 -1.6688 -3.3133
P 0.3408 3.3434 2.5202
P -0.3734 -0.1292 -3.5426
Si 3.2200 0.6894 -0.4049
Si -1.4146 -3.4651 -0.0892
O 0.8398 4.8469 2.5791
O -0.2002 3.1346 3.9653
N -0.2328 -1.0681 3.2570
N 2.0744 -0.6045 -0.0128
N -2.4105 0.0462 2.0869
N -0.0126 -2.3745 0.2032
C -1.3857 3.6625 4.5964
C -4.7326 0.3999 1.9158
C -3.5946 -1.8197 -6.4196
C 1.6353 -4.2365 0.1475
C -1.3466 -0.8825 4.0492
C 2.4239 2.3485 -0.6507
C -2.8544 -2.4170 0.0831
C -1.5395 -4.8242 1.3303
C 2.9957 -4.5868 -0.0402
C -1.2433 -0.9421 5.4456
C -2.5711 -1.8127 -4.2240
C 0.8495 -1.6304 3.8677
C 4.0547 -3.6489 -0.0155
C -4.9186 -0.3058 3.1780
C 1.6979 5.7942 1.8218
C 1.2569 -2.8550 0.1274
C -1.2231 -4.1692 -1.7635
C 0.4075 2.4395 -4.1796
C -3.4665 0.4709 1.3788
C 3.7770 -2.3177 0.2055
C -0.1103 -1.4942 6.0110
C 2.4012 -1.8846 0.1449
C 0.9547 -1.9567 5.1919
C -2.5536 -0.5771 3.3212
C 1.2690 0.6043 -5.5526
C 3.9602 0.3154 -2.0684
C -1.7619 -0.6844 -4.5991
C 0.9356 3.3510 -5.0837
C -2.9253 -0.6515 -6.7370
C -3.3862 -2.4336 -5.1931
C -2.0736 -0.0762 -5.7947
C -2.4687 2.5888 4.7182
C 3.0725 5.8670 2.4127
C 1.8223 2.9073 -6.0531
C -3.8474 -0.8273 3.8261
C 1.9363 1.5685 -6.2842
C 4.6788 0.8418 0.8948
C 0.6229 1.0692 -4.3950
H 4.6000 -1.6680 0.2628
H 4.8624 -0.3786 -2.0087
H -3.8231 -2.8641 0.0405
H -2.6065 -5.0853 1.4618
H 4.3805 0.4598 1.8690
H 3.2021 -5.6435 0.1556
H 1.1167 6.7143 1.8977
H -2.9282 -1.5126 -0.5931
H -2.9567 -0.0746 -7.6166
H -1.0851 -4.4637 2.2634
H -3.2450 2.9775 5.4342
H -1.5687 0.8742 -6.0125
H -2.2260 -4.4722 -1.9040
H 3.1413 -0.0995 -2.6422
H 5.5219 0.2532 0.5903
H -0.2486 2.7222 -3.3966
H -0.6177 -5.0688 -1.7575
H 0.6783 4.4281 -5.0226
H -4.3270 -2.3043 -7.0801
H 3.7184 4.9373 2.3189
H -0.9835 3.8767 5.5976
H -2.5297 -2.1401 -3.1824
H -1.7558 4.6329 4.1476
H 4.2604 1.2558 -2.5151
H -2.8156 -2.0175 1.0658
H -5.6114 0.8386 1.4273
H 2.3217 3.5675 -6.7719
H 1.3593 -0.4534 -5.8711
H -0.8725 -3.4949 -2.5445
H -2.8831 2.3563 3.7316
H 5.0223 1.8725 1.0612
H 1.7249 5.4346 0.7550
H -3.9864 -1.5031 4.7118
H -1.0927 -5.7543 0.9032
H -2.0679 -0.5279 6.0394
H 3.0787 6.1075 3.4964
H 1.7726 -1.7138 3.2422
H 0.8128 -4.8856 -0.0274
H -3.9090 -3.3648 -4.9905
H 3.5990 6.6705 1.9325
H -3.2919 1.0124 0.4887
H 2.1829 2.5835 -1.7301
H 1.4267 2.4404 -0.1299
H 2.4738 1.1672 -7.1113
H 5.1268 -3.9964 -0.0775
H -2.0994 1.7131 5.2524
H 1.8099 -2.4086 5.6604
H 3.0716 3.1119 -0.2504

The LUMO energy (alpha / beta) is 0.1343 / 0.1341 Eh. The expectation value of S² is 3.77. The gap between HOMO and LUMO (alpha / beta) comes out at 3.77 / 3.78 eV. The total charge is -2. Its HOMO energy (alpha / beta) is -0.11 / -0.13 eV. The spin multiplicity is 4.

We obtain strongest force on any atom values of 1.25; 4.80 eV/A for the records listed above, in that order.